one) Below is 2 unconnected molecules or ions with the total composition C2H2Cl2O2, with properties calculated with wB97M-V/def2-TZVPD.

Total charge: 0
SMILES: ClCCl.O=C=O
HOMO in Eh: -0.40544

The geometry in XYZ format:
```
8
C2H2Cl2O2 wB97M-V/def2-TZVPD
Cl 1.19 -1.17 -0.56
C 1.16 0.59 -0.75
Cl 2.44 1.36 0.21
H 0.19 0.95 -0.39
H 1.32 0.83 -1.79
O -2.67 -1.79 1.42
C -2.10 -0.85 1.09
O -1.53 0.09 0.77
```

Charges in e, computed with natural (NBO), in the same order as the atoms:
1. Cl -0.035
2. C -0.396
3. Cl -0.029
4. H 0.239
5. H 0.221
6. O -0.500
7. C 1.034
8. O -0.534



two) Below is 2 unconnected molecules or ions with the total composition C2H2Cl2O2, with properties calculated with wB97M-V/def2-TZVPD.

Total charge: 0
SMILES: ClCCl.O=C=O
HOMO in Eh: -0.40572

The geometry in XYZ format:
```
8
C2H2Cl2O2 wB97M-V/def2-TZVPD
Cl 1.90 -0.03 -0.15
C 0.49 -0.81 -1.01
Cl -0.36 -2.10 -0.28
H 1.00 -1.11 -1.88
H -0.35 -0.04 -1.30
O -1.53 1.65 0.65
C -0.85 1.39 1.52
O -0.30 1.06 2.45
```

Charges in e, computed with natural (NBO), in the same order as the atoms:
1. Cl -0.063
2. C -0.416
3. Cl 0.028
4. H 0.216
5. H 0.237
6. O -0.525
7. C 1.019
8. O -0.496



Most stable one: one), least stable one: two).



one) Below is a molecular structure, C8H8O4, with properties calculated with wB97M-V/def2-TZVPD.

Total charge: 0
HOMO in Eh: -0.30948

The geometry in XYZ format:
```
20
C8H8O4 wB97M-V/def2-TZVPD
C 2.65 -1.55 0.08
C 1.29 0.26 -0.10
C 1.26 1.59 -0.29
C -0.03 2.18 0.12
C -1.15 1.29 0.16
C -1.09 -0.09 0.17
C 0.23 -0.47 0.29
C -2.13 -1.09 -0.06
H 2.95 -1.83 1.40
H 1.45 -1.89 -0.42
H 3.79 -2.00 -1.15
H 2.17 2.34 -0.52
H -0.26 3.20 0.30
H -2.44 2.62 -0.10
H 0.28 -1.49 0.77
H -3.76 -1.55 -0.78
O 2.53 -0.14 0.02
O -2.48 1.60 0.17
O -3.38 -0.67 -0.19
O -1.88 -2.33 0.10
```

Charges in e, computed with natural (NBO), in the same order as the atoms:
1. C -0.277
2. C 0.191
3. C -0.141
4. C -0.300
5. C 0.323
6. C -0.226
7. C -0.214
8. C 0.757
9. H 0.231
10. H 0.232
11. H 0.141
12. H 0.255
13. H 0.216
14. H 0.473
15. H 0.265
16. H 0.507
17. O -0.533
18. O -0.639
19. O -0.634
20. O -0.627



two) Below is a single C8H8O4 molecule, with properties calculated with wB97M-V/def2-TZVPD.

Total charge: 0
SMILES: O[C@@H]1c2cocc2[C@H](O)[C@H]2O[C@@H]21
HOMO in Eh: -0.33577

The geometry in XYZ format:
```
20
C8H8O4 wB97M-V/def2-TZVPD
O 0.20 2.13 -1.45
C 0.32 0.71 -1.56
C -0.69 -0.10 -0.81
C -2.07 -0.21 -1.01
O -2.67 -0.93 -0.02
C -1.67 -1.33 0.81
C -0.53 -0.74 0.47
C 0.74 -0.63 1.35
O 0.42 -0.32 2.70
C 1.40 0.48 0.67
O 2.67 0.75 -0.17
C 1.50 0.25 -0.75
H -0.73 2.35 -1.61
H 0.40 0.40 -2.63
H -2.78 0.24 -1.74
H -1.83 -2.07 1.59
H 1.34 -1.58 1.24
H 1.23 0.04 3.10
H 0.98 1.44 0.90
H 1.77 -0.87 -1.10
```

Charges in e, computed with natural (NBO), in the same order as the atoms:
1. O -0.699
2. C 0.044
3. C -0.149
4. C 0.115
5. O -0.398
6. C 0.120
7. C -0.127
8. C 0.061
9. O -0.704
10. C -0.021
11. O -0.450
12. C 0.075
13. H 0.472
14. H 0.189
15. H 0.210
16. H 0.216
17. H 0.190
18. H 0.477
19. H 0.212
20. H 0.167



Most stable one: two), least stable one: one).



one) Below is a single C4H6F2O molecule, with properties calculated with wB97M-V/def2-TZVPD.

Total charge: 0
SMILES: C[C@@]1(O)CC1(F)F
HOMO in Eh: -0.36889

The geometry in XYZ format:
```
13
C4H6F2O wB97M-V/def2-TZVPD
C 1.45 1.21 -0.32
C 0.75 -0.09 0.09
O 1.31 -1.31 -0.38
C -0.11 -0.04 1.37
C -0.79 -0.01 0.05
F -1.33 1.17 -0.34
F -1.44 -1.07 -0.43
H 0.86 2.11 -0.07
H 2.45 1.32 0.16
H 1.60 1.18 -1.38
H 2.06 -1.54 0.20
H -0.17 0.94 1.92
H -0.13 -0.92 1.95
```

Charges in e, computed with natural (NBO), in the same order as the atoms:
1. C -0.635
2. C 0.190
3. O -0.684
4. C -0.514
5. C 0.666
6. F -0.327
7. F -0.306
8. H 0.229
9. H 0.207
10. H 0.224
11. H 0.473
12. H 0.237
13. H 0.239



two) Below is 2 unconnected molecules or ions with the total composition C4H6F2O, with properties calculated with wB97M-V/def2-TZVPD.

Total charge: 0
HOMO (spin up / spin down) in Eh: -0.31396 / -0.28824

The geometry in XYZ format:
```
13
C4H6F2O wB97M-V/def2-TZVPD
C -0.40 0.13 0.87
C 0.87 0.23 0.41
C -1.04 0.06 2.16
C 0.93 -0.40 -2.23
O 0.65 0.48 -3.11
F -1.32 -0.09 -0.12
F 1.88 0.33 1.27
H -1.39 -0.90 2.46
H -0.33 0.21 3.07
H -1.81 0.74 2.19
H 0.46 -1.31 -2.15
H 1.85 -0.20 -1.65
H -0.35 0.71 -3.18
```

Charges in e, computed with natural (NBO), in the same order as the atoms:
1. C 0.178
2. C 0.208
3. C -0.678
4. C 0.110
5. O -0.641
6. F -0.370
7. F -0.346
8. H 0.225
9. H 0.229
10. H 0.223
11. H 0.159
12. H 0.197
13. H 0.505



Most stable one: one), least stable one: two).



one) Below is 2 unconnected molecules or ions with the total composition C13H19N, with properties calculated with wB97M-V/def2-TZVPD.

Total charge: 0
SMILES: Cc1c[nH]c2ccccc12.CC(C)C
HOMO in Eh: -0.28843

The geometry in XYZ format:
```
33
C13H19N wB97M-V/def2-TZVPD
C 1.18 -1.92 -2.98
C 0.04 -2.48 -2.20
C -0.51 -3.74 -2.17
N -1.54 -3.78 -1.27
C -1.70 -2.55 -0.69
C -2.51 -2.19 0.43
C -2.43 -0.88 0.80
C -1.56 0.01 0.14
C -0.76 -0.35 -0.90
C -0.74 -1.71 -1.30
H 2.09 -2.48 -2.77
H 1.45 -0.88 -2.77
H 1.03 -1.91 -4.07
H -0.08 -4.63 -2.62
H -2.02 -4.62 -1.01
H -3.13 -2.98 0.84
H -3.07 -0.55 1.61
H -1.57 1.07 0.35
H -0.18 0.37 -1.49
C 1.14 3.94 1.03
C 0.86 2.49 1.43
C 1.92 1.53 0.89
C 0.64 2.34 2.93
H 2.10 4.27 1.44
H 0.32 4.61 1.30
H 1.19 3.99 -0.07
H -0.10 2.30 0.92
H 2.90 1.60 1.35
H 1.41 0.56 1.00
H 2.00 1.86 -0.16
H 0.13 3.22 3.34
H -0.02 1.48 3.14
H 1.50 2.03 3.53
```

Charges in e, computed with natural (NBO), in the same order as the atoms:
1. C -0.635
2. C -0.093
3. C -0.035
4. N -0.516
5. C 0.142
6. C -0.237
7. C -0.219
8. C -0.242
9. C -0.188
10. C -0.102
11. H 0.219
12. H 0.221
13. H 0.219
14. H 0.210
15. H 0.408
16. H 0.214
17. H 0.213
18. H 0.208
19. H 0.212
20. C -0.599
21. C -0.212
22. C -0.613
23. C -0.620
24. H 0.199
25. H 0.205
26. H 0.198
27. H 0.187
28. H 0.207
29. H 0.223
30. H 0.202
31. H 0.208
32. H 0.209
33. H 0.209



two) Below is 2 unconnected molecules or ions with the total composition C13H19N, with properties calculated with wB97M-V/def2-TZVPD.

Total charge: 0
SMILES: CCc1c[nH]c2ccccc12.CCC
HOMO in Eh: -0.28736

The geometry in XYZ format:
```
33
C13H19N wB97M-V/def2-TZVPD
C 2.65 -0.07 -2.88
C 1.33 -0.23 -2.12
C 1.48 -0.34 -0.63
C 2.09 -1.33 0.08
N 1.86 -1.16 1.43
C 1.06 -0.06 1.61
C 0.53 0.47 2.78
C -0.31 1.56 2.68
C -0.66 2.06 1.42
C -0.10 1.55 0.26
C 0.77 0.47 0.33
H 3.35 -0.82 -2.51
H 3.10 0.92 -2.74
H 2.50 -0.26 -3.95
H 0.59 0.54 -2.32
H 0.89 -1.16 -2.48
H 2.56 -2.25 -0.25
H 2.22 -1.74 2.17
H 0.69 -0.02 3.73
H -0.59 2.12 3.56
H -1.27 2.94 1.30
H -0.27 2.08 -0.67
C -2.43 -1.32 -2.03
C -2.69 -0.77 -0.63
C -4.11 -0.17 -0.50
H -1.57 -2.00 -2.06
H -2.28 -0.55 -2.80
H -3.22 -2.00 -2.34
H -2.68 -1.61 0.07
H -1.89 -0.09 -0.35
H -4.55 -0.46 0.44
H -4.16 0.90 -0.70
H -4.73 -0.69 -1.24
```

Charges in e, computed with natural (NBO), in the same order as the atoms:
1. C -0.592
2. C -0.413
3. C -0.112
4. C -0.023
5. N -0.526
6. C 0.115
7. C -0.230
8. C -0.220
9. C -0.238
10. C -0.223
11. C -0.032
12. H 0.202
13. H 0.207
14. H 0.205
15. H 0.209
16. H 0.208
17. H 0.209
18. H 0.410
19. H 0.210
20. H 0.215
21. H 0.211
22. H 0.212
23. C -0.606
24. C -0.408
25. C -0.608
26. H 0.204
27. H 0.201
28. H 0.197
29. H 0.193
30. H 0.216
31. H 0.207
32. H 0.205
33. H 0.197



Most stable one: two), least stable one: one).